w) 20
Properties=species:S:1:pos:R:3 method="wB97M-V/def2-TZVPD" e_lumo_ev="-3.40 / -8.47" multiplicity=2 homo_ha="-0.5531 / -0.5530" total_charge=+1 s2=0.75
C 1.271 0.922 1.010
N -0.037 0.420 0.553
C 0.901 0.486 -1.791
C -0.250 0.234 -0.838
C -0.895 -1.224 -1.065
O -1.961 -1.071 -1.943
H 1.198 1.078 2.076
H 2.011 0.150 0.862
H 1.489 1.842 0.459
H -0.692 1.126 0.918
H 0.721 -0.032 -2.726
H 0.956 1.568 -1.981
H 1.899 0.200 -1.479
H -1.038 0.889 -1.167
H -1.227 -1.634 -0.115
H -0.153 -1.852 -1.575
H -2.675 -1.665 -1.671
H -0.914 -0.968 3.036
H 0.010 0.102 3.570
O -0.615 -0.573 3.866

x) 20
Properties=species:S:1:pos:R:3 method="wB97M-V/def2-TZVPD" e_lumo_ev="-4.26 / -7.86" multiplicity=2 homo_ha="-0.4813 / -0.4813" total_charge=+1 s2=0.76
C -1.094 1.559 1.339
C -1.364 0.225 1.980
C -0.838 -0.960 1.209
C -0.785 -2.240 1.682
N -0.479 -3.322 0.871
H -0.134 1.623 0.829
H -1.304 2.332 2.075
H -1.765 1.816 0.510
H -0.937 0.112 2.983
H -2.437 -0.027 2.011
H -0.693 -0.796 0.141
H -0.845 -2.516 2.732
H -0.583 -4.164 1.430
H 0.467 -3.265 0.492
H 1.365 2.347 -3.737
H 0.488 1.073 -4.071
O 0.475 2.001 -3.842
H 4.014 1.894 -3.195
H 3.232 0.959 -2.281
O 3.218 1.352 -3.158

y) 20
Properties=species:S:1:pos:R:3 method="wB97M-V/def2-TZVPD" e_lumo_ev="-3.69 / -9.10" multiplicity=2 homo_ha="-0.5055 / -0.4990" total_charge=+1 s2=0.76
C -0.677 -0.126 -0.097
C -0.797 -1.652 -0.188
C -0.312 -2.240 -1.555
C 0.315 -3.437 -1.621
N -0.564 0.440 1.243
H -1.550 0.397 -0.478
H 0.134 0.208 -0.754
H -1.866 -1.986 0.079
H -0.315 -2.205 0.712
H -0.195 -1.623 -2.410
H 0.145 -4.223 -0.833
H 0.990 -3.793 -2.412
H -1.167 0.101 2.013
H 0.403 0.428 1.457
H 2.985 1.891 -0.509
H 4.243 2.533 -1.066
O 3.649 2.631 -0.311
H -2.284 2.471 1.150
H -1.173 3.258 1.826
O -2.095 2.893 1.972

z) 20
Properties=species:S:1:pos:R:3 method="wB97M-V/def2-TZVPD" e_lumo_ev="-3.75 / -9.30" multiplicity=2 homo_ha="-0.5207 / -0.5204" total_charge=+1 s2=0.75
C 1.761 -1.064 -0.759
O 1.265 -2.406 -0.952
C 1.091 -0.290 0.335
C -0.437 -0.255 0.273
C -1.030 0.394 -0.989
N -2.387 0.793 -0.830
H 2.861 -1.131 -0.670
H 1.599 -0.679 -1.771
H 1.534 -2.862 -0.141
H 1.488 -0.766 1.242
H 1.428 0.753 0.445
H -0.850 -1.272 0.352
H -0.730 0.204 1.248
H -0.847 -0.098 -1.954
H -0.276 1.232 -1.074
H -3.046 0.460 -1.542
H -2.494 1.816 -0.860
H -0.716 1.780 1.878
H 0.366 1.707 2.950
O -0.579 1.684 2.817

The energy of each structure relative to the most stable one, in hartree, is as follows: w) 0.0260; x) 0.0000; y) 0.0757; z) 0.0486.

w) 9
Properties=species:S:1:pos:R:3 method="wB97M-V/def2-TZVPD" e_lumo_ev=0.08 homo_ha=-0.3502
C 0.351 0.165 -0.292
C -0.153 2.619 0.363
C -0.241 -1.210 0.112
S -0.774 1.550 -0.879
S 0.954 1.390 1.002
H 1.142 0.007 -1.025
H -0.992 -0.994 0.890
H 0.493 -1.872 0.547
H -0.779 -1.656 -0.718

x) 9
Properties=species:S:1:pos:R:3 method="wB97M-V/def2-TZVPD" e_lumo_ev=-0.49 homo_ha=-0.3213
C 0.762 1.064 0.297
C -0.035 -0.225 0.625
C -0.625 -0.404 -0.816
H -0.801 -0.419 1.536
H 0.698 -1.175 0.824
H -1.498 0.225 -1.419
H -0.817 -1.750 -1.054
S 1.502 1.979 1.465
S 0.815 0.705 -1.458

y) 9
Properties=species:S:1:pos:R:3 method="wB97M-V/def2-TZVPD" e_lumo_ev=0.08 homo_ha=-0.3350
C -0.116 -0.051 -0.406
C -2.559 -0.077 0.122
C 1.182 -0.034 0.316
S -1.399 -1.344 0.017
S -1.332 1.264 -0.020
H -0.273 0.062 -1.542
H 1.132 -0.480 1.316
H 1.346 1.141 0.433
H 2.019 -0.480 -0.235

z) 9
Properties=species:S:1:pos:R:3 method="wB97M-V/def2-TZVPD" e_lumo_ev="-3.57 / -3.57" homo_ha="-0.3116 / -0.3106"
C 0.792 1.585 0.192
C 0.225 1.764 1.267
C -0.470 -1.458 -0.598
S -0.469 2.177 2.647
S 0.284 -0.364 -1.815
H 1.395 1.366 -0.701
H -0.382 -1.007 0.473
H 0.139 -2.423 -0.573
H -1.512 -1.641 -0.893

The energy of each structure relative to the most stable one, in hartree, is as follows: w) 0.0000; x) 0.0261; y) 0.0187; z) 0.1001.

w) 23
Properties=species:S:1:pos:R:3 method="wB97M-V/def2-TZVPD" e_lumo_ev=0.06 homo_ha=-0.3226
C -0.020 1.245 -2.068
C 0.797 0.193 -2.080
O 0.641 -0.862 -2.981
C 2.099 0.405 -1.564
C 2.397 0.632 -0.278
C 1.326 0.614 0.734
O 1.313 1.537 1.526
C 0.251 -0.357 0.584
C -0.850 -0.521 1.331
C -1.559 0.510 2.180
C -1.795 -1.814 1.222
H 0.418 2.104 -1.557
H -0.913 1.514 -2.592
H -0.075 -1.390 -2.677
H 3.008 0.142 -2.255
H 3.439 0.918 0.044
H 0.617 -1.222 -0.063
H -0.764 1.136 2.753
H -1.948 1.231 1.455
H -2.373 0.123 2.778
H -2.831 -1.441 1.385
H -1.696 -2.196 0.145
H -1.479 -2.500 1.978

x) 23
Properties=species:S:1:pos:R:3 method="wB97M-V/def2-TZVPD" e_lumo_ev=0.57 homo_ha=-0.3707
C 0.423 -0.841 -3.220
C -0.047 -0.372 -2.124
C 0.500 0.517 -1.024
C -0.515 0.211 0.102
C -0.706 1.192 1.372
C 0.495 1.109 2.190
C 0.898 -0.323 2.014
C 0.089 -1.075 0.750
C -1.636 -0.349 -1.729
H -0.609 -1.436 -3.686
H 1.448 -1.047 -3.571
H 1.545 0.375 -0.613
H 0.034 1.565 -1.341
H -1.606 0.681 1.872
H -1.195 2.342 1.045
H 1.335 1.574 1.725
H 0.224 1.469 3.231
H 0.848 -1.034 2.944
H 1.951 -0.411 1.906
H 1.330 -1.243 -0.037
H -0.605 -2.093 1.116
O -1.681 -0.095 -0.414
O -2.519 -0.715 -2.508

The energy of each structure relative to the most stable one, in hartree, is as follows: w) 0.0000; x) 0.0973.

w) 24
Properties=species:S:1:pos:R:3 method="wB97M-V/def2-TZVPD" e_lumo_ev="-0.53 / -0.53" homo_ha="-0.2851 / -0.2848"
C -3.373 -1.157 -0.120
C -2.037 -1.499 -0.300
C -3.561 0.124 0.318
C -1.140 -0.474 0.040
C 1.339 1.128 -1.039
C 0.912 0.153 -2.038
C 0.243 -0.605 -0.061
C 1.323 0.411 0.365
C 0.784 1.204 1.571
C 2.704 -0.296 0.594
O 1.309 2.339 -1.241
S -2.100 0.934 0.632
H -4.199 -1.737 -0.477
H -1.627 -2.360 -0.824
H -4.336 0.786 0.166
H 0.284 0.522 -2.795
H 1.537 -0.747 -2.205
H 0.732 -1.497 -0.292
H 0.119 2.039 1.291
H 1.667 1.663 2.339
H 0.212 0.568 2.163
H 2.668 -1.297 0.031
H 3.050 -0.589 1.682
H 3.489 0.389 0.202

x) 24
Properties=species:S:1:pos:R:3 method="wB97M-V/def2-TZVPD" e_lumo_ev="-0.58 / -0.58" homo_ha="-0.3086 / -0.3087"
C -3.123 0.559 0.429
C -2.330 1.646 0.082
C -2.748 -0.760 0.195
C -1.165 1.489 -0.495
C -1.458 -0.953 -0.314
C -0.611 0.098 -0.662
C 2.206 -0.589 1.395
C 2.048 0.911 1.287
C 0.771 -0.099 -1.012
C 1.197 -1.002 -2.105
O 1.104 -1.279 0.870
S 1.916 1.125 -0.526
H -4.015 0.783 0.868
H -2.715 2.637 0.126
H -3.308 -1.607 0.553
H -0.535 2.333 -0.862
H -0.889 -1.948 -0.278
H 3.104 -0.908 0.747
H 2.266 -0.679 2.481
H 1.130 1.103 1.822
H 2.953 1.446 1.701
H 2.199 -1.080 -1.938
H 0.786 -0.512 -2.960
H 0.826 -2.082 -2.064

The energy of each structure relative to the most stable one, in hartree, is as follows: w) 0.0115; x) 0.0000.

w) 24
Properties=species:S:1:pos:R:3 method="wB97M-V/def2-TZVPD" e_lumo_ev="3.74 / 3.70" multiplicity=2 homo_ha="0.0551 / -0.1765" total_charge=-1 s2=0.75
C 0.554 0.351 -1.239
N 0.257 1.153 -0.080
C 0.788 0.663 1.206
C 2.259 1.025 1.394
C -0.099 1.160 2.357
C -0.663 -0.404 -1.814
N -1.021 -1.483 -0.937
C -2.096 -2.350 -1.433
H 1.344 -0.379 -1.021
H 1.079 0.899 -2.037
H 0.103 2.138 -0.207
H 0.560 -0.406 1.056
H 2.311 2.105 1.577
H 2.737 0.544 2.267
H 2.915 0.618 0.625
H 0.185 2.176 2.622
H -1.147 1.053 2.063
H 0.024 0.424 3.159
H -0.323 -0.754 -2.805
H -1.421 0.355 -2.073
H -1.265 -1.186 -0.002
H -2.034 -2.398 -2.520
H -3.118 -1.980 -1.170
H -1.930 -3.326 -0.988

x) 24
Properties=species:S:1:pos:R:3 method="wB97M-V/def2-TZVPD" e_lumo_ev="3.59 / 3.10" multiplicity=2 homo_ha="-0.0679 / -0.0662" total_charge=-1 s2=0.76
C 0.995 1.424 1.059
C 0.277 0.576 -0.079
C -1.240 0.755 -0.160
C -2.091 -0.417 -0.608
C -3.489 -0.343 0.075
N 0.312 -0.829 0.484
C 1.446 -1.536 -0.211
N 3.275 0.244 -0.533
H 1.635 0.914 1.634
H 0.193 1.637 1.820
H 1.215 2.426 0.602
H 0.879 0.629 -1.035
H -1.382 1.736 -0.647
H -1.614 0.932 0.870
H -2.165 -0.507 -1.670
H -0.549 -1.225 0.031
H -3.978 -1.292 -0.192
H -4.115 0.399 -0.457
H -3.499 -0.179 1.260
H 2.290 -0.815 -0.499
H 1.874 -2.161 0.606
H 1.190 -2.107 -1.100
H 4.130 0.113 -0.053
H 3.401 0.840 -1.284

The energy of each structure relative to the most stable one, in hartree, is as follows: w) 0.0000; x) 0.1182.